The following is a quantum chemistry calculation of a cluster of 6 separate species, C42H83NO19S in total, from the Open Molecules 2025 dataset.

```
146
Properties=species:S:1:pos:R:3:forces:R:3
C 7.248829 0.298931 1.144172 0.1 0.0 0.1
C 6.725235 0.059655 -0.281060 -0.1 0.0 0.0
C 6.350688 -1.400904 -0.612035 0.1 -0.1 0.1
C 4.946541 -1.582385 -1.199918 -0.1 0.1 -0.1
C 3.875580 -1.933666 -0.167563 -0.1 0.2 0.2
C 2.567733 -2.401421 -0.815723 -0.1 0.0 -0.3
C 1.263289 -1.960706 -0.127858 0.0 0.1 0.1
C 0.300810 -3.114864 0.155561 0.0 -0.1 0.1
C -0.481165 -3.597941 -1.067456 0.0 -0.1 0.0
C -1.367811 -2.547487 -1.738249 0.0 0.0 0.0
C -2.438006 -1.928181 -0.835513 0.0 0.1 0.0
C -3.459761 -2.923175 -0.278938 0.0 0.0 0.1
C -4.496510 -3.385114 -1.302283 0.0 -0.1 -0.1
C -5.505893 -2.301509 -1.685972 -0.1 0.1 0.3
C -6.822154 -2.372540 -0.889206 0.1 0.0 0.1
C -7.899306 -1.805312 -1.822486 -0.2 0.1 0.2
C -7.944118 -0.248322 -1.768688 0.0 0.1 -0.2
C -8.088205 0.441627 -0.402122 -0.1 -0.1 0.0
C -9.274503 -2.486865 -1.695212 0.1 0.0 0.1
C -10.267382 -1.887929 -0.689677 0.1 0.0 0.1
C -11.178679 -0.742641 -1.124896 -0.1 0.0 0.0
S -12.056574 -0.966118 -2.643225 0.5 0.1 0.3
O -12.391898 -2.342778 -2.805117 -0.2 -0.1 -0.1
O -13.073343 0.041397 -2.707089 -0.2 0.0 -0.3
O -10.915061 -0.574316 -3.691227 -0.1 0.0 0.0
C -7.306764 -2.093817 -3.205188 0.0 -0.1 0.4
O -7.899283 -2.011858 -4.251545 -0.1 0.1 -0.4
N -5.985859 -2.413656 -3.054351 0.1 0.2 -0.1
H 8.312849 0.543387 1.144911 0.0 0.0 0.0
H 7.114140 -0.580129 1.778230 0.0 0.0 0.0
H 6.729823 1.124609 1.634465 0.0 0.0 -0.1
H 5.849128 0.692305 -0.452503 0.0 -0.1 0.0
H 7.474021 0.400997 -0.999618 -0.1 0.1 0.0
H 7.080117 -1.829557 -1.303350 0.0 0.1 0.0
H 6.427975 -1.996616 0.303691 0.0 0.0 -0.1
H 4.945492 -2.350467 -1.980949 0.1 0.0 0.1
H 4.644122 -0.652465 -1.698121 0.0 -0.1 -0.1
H 3.670365 -1.061061 0.465051 0.1 0.0 0.0
H 4.268431 -2.706096 0.501642 -0.1 0.0 0.0
H 2.575229 -3.495635 -0.881124 0.1 0.1 -0.1
H 2.559479 -2.030654 -1.846825 0.0 -0.1 0.0
H 0.761421 -1.225094 -0.762639 0.0 0.1 0.1
H 1.494706 -1.435305 0.803537 0.0 -0.1 0.0
H 0.880074 -3.965855 0.531107 0.0 0.1 0.1
H -0.387369 -2.843212 0.962162 -0.1 0.0 -0.1
H 0.223418 -3.984566 -1.813683 0.0 0.0 0.0
H -1.092109 -4.455903 -0.768776 0.0 0.0 -0.1
H -1.843818 -2.999674 -2.615463 0.0 0.0 0.0
H -0.741291 -1.739264 -2.130458 -0.1 0.0 0.0
H -1.954108 -1.397292 -0.010052 0.0 -0.1 0.0
H -2.955538 -1.156227 -1.414961 0.0 0.0 0.1
H -3.970302 -2.484621 0.585367 0.0 0.0 -0.1
H -2.936308 -3.802817 0.105460 0.0 0.1 0.0
H -3.998166 -3.743244 -2.209538 0.0 0.1 0.1
H -5.043451 -4.243204 -0.901144 0.0 0.0 -0.1
H -5.037346 -1.320753 -1.528552 -0.1 0.0 -0.1
H -6.740063 -1.842111 0.058356 0.0 0.0 0.0
H -7.044708 -3.417149 -0.653122 0.0 0.0 -0.1
H -8.757385 0.062812 -2.428773 0.1 0.0 0.0
H -7.034389 0.120822 -2.254102 0.0 0.0 0.1
H -9.097685 0.821620 -0.245701 0.1 0.0 0.1
H -7.870492 -0.227219 0.432119 0.1 0.1 0.0
H -7.419909 1.297814 -0.314856 0.0 0.0 0.0
H -9.091986 -3.508983 -1.350526 0.0 0.0 -0.2
H -9.720701 -2.576155 -2.686787 0.0 0.1 0.0
H -10.912856 -2.683163 -0.314977 0.0 0.0 -0.1
H -9.707328 -1.520024 0.174260 -0.1 -0.1 0.1
H -10.682253 0.223385 -1.185175 -0.1 0.0 -0.2
H -12.007313 -0.622225 -0.419269 0.2 0.0 0.1
H -11.318756 -0.255931 -4.515325 0.0 -0.1 0.1
H -5.378018 -2.202896 -3.832892 0.0 -0.3 0.0
C 13.540070 3.105579 2.526963 0.0 0.0 -0.1
C 12.574476 1.992084 2.856207 0.0 -0.1 0.0
O 11.647121 1.759204 1.774566 0.0 0.0 -0.1
C 12.130109 1.057875 0.751994 0.0 0.0 0.0
O 13.241116 0.598481 0.659882 0.0 0.0 0.0
O 11.165133 0.933448 -0.160628 0.0 0.0 0.0
C 11.541653 0.203513 -1.333577 0.0 0.0 0.0
H 13.005105 4.016196 2.256182 0.0 0.0 0.0
H 14.173071 3.315684 3.389583 0.0 0.0 0.0
H 14.183307 2.813873 1.698151 0.0 0.0 0.0
H 11.936387 2.243525 3.700440 0.0 0.0 0.0
H 13.101904 1.063624 3.071707 0.0 0.0 0.0
H 11.965684 -0.761373 -1.064291 0.0 0.0 0.0
H 12.270265 0.767647 -1.913699 0.0 0.0 0.0
H 10.623238 0.076507 -1.898184 0.0 0.0 0.0
C 20.272060 3.151252 4.185673 0.0 0.0 0.0
C 19.148247 4.018769 3.666489 0.0 0.0 0.0
O 18.888382 3.771085 2.270149 0.0 -0.1 0.0
C 18.146894 2.694556 2.011156 -0.1 -0.1 0.0
O 17.656859 1.953061 2.825344 0.0 0.1 0.0
O 18.024841 2.575171 0.689898 0.0 0.0 0.0
C 17.224338 1.461886 0.265576 0.0 0.0 0.0
H 21.168908 3.288434 3.581319 0.0 0.0 0.0
H 20.504047 3.429572 5.214381 0.0 0.0 0.0
H 19.987166 2.100516 4.169207 0.0 0.0 0.0
H 19.408598 5.074586 3.700823 0.0 0.0 0.0
H 18.229153 3.858283 4.228608 0.0 0.0 0.0
H 16.246601 1.483614 0.742602 0.0 0.0 0.0
H 17.720507 0.524562 0.510990 0.0 0.0 0.0
H 17.130682 1.573252 -0.809807 0.0 0.0 0.0
C 3.880147 1.949718 -6.360255 0.0 0.0 0.0
C 4.159915 1.402393 -4.979441 0.0 0.0 0.0
O 3.017936 0.699763 -4.446072 -0.1 0.1 -0.2
C 2.863044 -0.549097 -4.882213 0.5 -0.3 0.7
O 3.616026 -1.149424 -5.606266 -0.2 0.1 -0.2
O 1.800320 -1.073514 -4.268842 -0.2 0.1 -0.2
C 1.556850 -2.452706 -4.570367 0.0 0.0 0.1
H 2.992121 2.581909 -6.346639 0.0 0.0 0.0
H 4.726377 2.551969 -6.692803 0.0 0.0 0.0
H 3.732294 1.140688 -7.073600 0.0 0.0 0.0
H 4.335249 2.199518 -4.260065 0.0 0.0 0.0
H 5.015815 0.728666 -4.982485 0.0 0.0 0.0
H 2.457980 -3.040369 -4.406376 0.0 0.0 0.0
H 1.229412 -2.567036 -5.602225 0.0 0.0 0.0
H 0.774007 -2.756208 -3.880581 0.0 0.0 -0.1
C -11.640714 1.928249 4.222087 -0.3 0.3 0.0
C -12.884980 1.079781 4.082778 0.0 0.0 0.0
O -13.779098 1.607466 3.082922 0.2 0.2 -0.1
C -13.463431 1.315804 1.821936 -0.6 -0.6 0.1
O -12.551478 0.601711 1.473117 0.2 0.3 0.0
O -14.387532 1.835149 1.020852 0.3 0.1 0.1
C -14.160627 1.551831 -0.369034 0.0 0.0 0.0
H -11.908178 2.964092 4.431084 0.0 0.0 0.0
H -11.034606 1.556444 5.049572 -0.1 0.1 0.1
H -11.042453 1.891735 3.312660 -0.1 0.2 0.0
H -13.478518 1.087122 4.994561 0.0 0.0 0.0
H -12.638613 0.050053 3.826175 0.0 0.0 0.0
H -14.035520 0.485521 -0.520055 -0.1 0.0 0.0
H -13.269376 2.070536 -0.716376 0.0 0.0 0.0
H -15.037147 1.903839 -0.902332 0.0 0.0 0.1
C -7.002381 4.321252 5.198726 0.0 0.0 0.0
C -6.169575 3.307188 4.448750 0.0 0.0 0.0
O -6.654384 1.964405 4.658215 -0.1 0.0 0.0
C -7.705023 1.617102 3.918353 0.0 -0.1 0.0
O -8.249671 2.298919 3.087002 0.0 0.0 0.0
O -8.053988 0.371578 4.244463 0.1 0.1 0.1
C -9.199205 -0.124616 3.543150 -0.1 -0.2 0.0
H -7.042872 4.071274 6.259037 0.0 0.0 0.0
H -6.554595 5.310233 5.095002 0.0 0.0 0.0
H -8.015302 4.358992 4.800973 0.0 0.0 0.0
H -5.146834 3.275904 4.818174 0.0 0.0 0.0
H -6.158060 3.512909 3.379218 0.0 0.0 0.0
H -9.072832 -0.005559 2.468946 0.0 0.0 0.0
H -10.098841 0.404892 3.853981 0.4 -0.4 -0.1
H -9.271159 -1.174826 3.808352 0.0 0.0 0.0
```
Positions in Å, forces in eV/Å.

The HOMO-LUMO gap is 9.891 eV. The HOMO energy comes out at -9.4 eV. The SMILES is CCCCCCCCCCCCC[C@@H]1C[C@](CC)(CCCS(=O)(=O)O)C(=O)N1.CCOC(=O)OC.CCOC(=O)OC.CCOC(=O)OC.CCOC(=O)OC.CCOC(=O)OC. The LUMO energy is 0.49 eV. As for the strongest force on any atom: 0.91 eV/Å. The value obtained for the calculated total energy is -96130.241 eV. The calculation puts the molecular weight at 938.18 g/mol.